Record 1
This record from the Open Molecules 2025 dataset describes a molecular structure, C12H19BiBrIN4O in a non-equilibrium geometry. The level of theory is the ωB97M-V functional and the def2-TZVPD basis.

The geometry in XYZ format:
```
39
Properties=species:S:1:pos:R:3:lowdin_charge:R:1
H 1.393 -0.374 -3.536 -0.04
H 3.295 -2.099 2.475 0.08
C -1.137 2.015 0.575 -0.46
H -1.334 -4.061 -1.072 0.09
C -1.342 4.040 1.573 -0.08
C 0.813 -2.156 0.233 -0.39
H 0.131 -0.411 -4.832 -0.02
I -1.076 0.851 -2.820 -0.72
O 2.448 1.315 -1.797 -0.01
N -2.362 2.554 0.318 -0.15
C 1.616 0.695 -1.319 -0.36
C -0.463 -3.502 -1.454 -0.09
H 2.665 -0.637 1.648 0.08
H 0.718 2.099 2.877 0.06
H 1.036 1.125 -4.508 -0.01
H 2.843 -4.275 1.681 0.10
H -1.025 4.861 2.187 0.10
H -3.117 0.964 -0.826 -0.02
C 0.764 2.797 2.026 -0.07
C 2.390 -1.598 2.107 -0.08
H -3.755 2.575 -1.246 0.09
H -0.807 -2.524 -1.827 0.03
C 1.338 -4.359 0.070 -0.07
C -3.446 1.927 -0.414 -0.11
H 1.715 -1.407 2.955 0.02
C 0.640 0.202 -4.071 -0.47
C 2.103 -3.831 1.044 -0.08
H 1.038 3.792 2.399 0.08
Bi -0.574 -0.208 0.055 0.75
H 1.536 2.457 1.318 0.08
N 0.530 -3.325 -0.409 -0.15
H -3.359 4.421 0.779 0.11
N -0.532 2.926 1.384 -0.14
H -4.312 1.756 0.245 0.09
H 1.282 -5.355 -0.316 0.10
N 1.766 -2.483 1.143 -0.14
C -2.482 3.814 0.894 -0.07
H -0.032 -4.074 -2.293 0.08
Br -0.906 -0.508 2.754 -0.23
```

Lowest unoccupied orbital energy in eV: 3.8
Total charge: -2
E_tot in Eh: -3848.9885


Record 2
This record from the Open Molecules 2025 dataset describes a molecular structure, C12H5BeCl5F6N2O2Sb in a non-equilibrium geometry. The level of theory is the ωB97M-V functional and the def2-TZVPD basis.

The geometry in XYZ format:
```
34
Properties=species:S:1:pos:R:3:lowdin_charge:R:1
O 9.686 6.612 12.542 -0.07
C 12.284 3.633 13.757 0.00
C 7.042 5.368 7.511 -0.69
H 9.195 3.121 15.019 0.13
Sb 5.728 6.791 14.081 1.50
N 10.603 5.661 12.724 0.10
C 6.071 5.593 9.595 0.04
F 5.114 7.274 15.755 -0.30
Cl 5.990 3.801 11.533 0.78
C 6.303 4.304 9.949 -0.73
H 12.832 0.867 15.581 0.10
Cl 7.615 6.012 6.020 0.69
F 6.939 6.392 12.521 -0.26
N 10.135 4.732 13.357 -0.14
H 14.021 2.445 14.120 0.12
Cl 6.177 7.829 8.091 0.76
C 10.251 2.899 14.876 -0.01
Cl 8.227 2.962 6.722 0.67
C 10.915 3.687 13.977 -0.16
C 6.954 3.491 9.021 -0.69
F 7.658 7.041 14.628 -0.24
Cl 7.579 1.974 9.563 0.69
F 5.873 5.013 14.595 -0.32
C 12.305 1.730 15.240 -0.08
O 8.844 4.749 13.722 -0.07
C 12.958 2.602 14.396 -0.08
Be 8.302 6.153 13.297 0.12
C 7.286 4.003 7.764 -0.66
H 10.407 1.214 16.200 0.12
F 4.160 6.361 13.213 -0.31
C 6.380 6.199 8.415 -0.75
C 10.940 1.863 15.484 -0.05
F 5.721 8.535 13.354 -0.32
H 12.802 4.218 13.033 0.11
```

Lowest unoccupied orbital energy (alpha / beta) in eV: -0.8 / -1.8
Spin multiplicity: 2
E_tot in Eh: -3875.5133


Record 3
This record from the Open Molecules 2025 dataset describes 15 unconnected molecules or ions with the total composition C80H180Br5N10 in a non-equilibrium geometry. The level of theory is the ωB97M-V functional and the def2-TZVPD basis.

The geometry in XYZ format:
```
275
Properties=species:S:1:pos:R:3:lowdin_charge:R:1
H 9.654 3.598 -0.259 0.11
H 1.157 2.437 6.114 0.13
H 7.853 4.209 -1.978 0.13
H 10.433 2.793 -1.545 0.12
C -3.544 0.938 -7.271 -0.07
H -2.240 -0.836 1.011 0.06
H 6.189 -2.389 3.452 0.10
C 5.800 -3.834 1.823 -0.04
C 9.689 3.565 -1.348 -0.25
H -0.573 1.939 8.998 0.11
H 5.911 1.151 -2.615 0.13
H -5.512 -5.538 -0.193 0.13
H -1.839 1.853 6.051 0.08
H 8.449 -2.758 3.710 0.10
H -6.192 4.855 -1.662 0.10
H -1.469 4.990 9.588 0.12
H 3.366 -6.991 -4.308 0.15
H -4.250 -3.689 2.992 0.02
Br 1.246 3.414 -2.325 -0.40
H -5.241 -1.178 -5.411 0.11
C -4.868 -3.432 3.853 0.03
N -0.019 3.391 7.484 -0.20
Br -5.129 1.578 -2.762 -0.52
C 8.300 3.216 -1.916 -0.15
H 4.252 -2.757 -6.497 0.13
C 3.956 -2.918 -5.461 -0.09
C 2.666 -4.811 -6.793 0.05
C -4.306 7.594 0.779 -0.15
H -3.760 8.175 1.522 0.11
Br -2.589 4.106 3.794 -0.28
H 0.185 -1.564 -9.279 0.09
H -3.782 -4.079 -3.282 0.10
H 0.150 5.108 -0.409 0.01
C -3.324 -4.155 -0.717 0.03
H 10.647 4.688 -2.731 0.09
H -1.090 -5.922 -2.282 0.02
H 3.400 7.555 2.042 0.13
H 1.137 -2.788 -8.344 0.07
H 3.294 3.417 1.808 0.07
H -1.448 -0.263 -4.792 0.07
H -1.271 -0.040 4.401 0.06
H -5.391 -1.846 6.871 0.12
C -5.424 -1.058 6.119 -0.14
C 2.581 1.421 2.142 -0.08
C -1.082 0.601 -0.170 -0.10
H -4.237 -3.522 4.737 0.10
H -7.320 3.628 0.716 0.11
H -5.340 -6.923 -1.185 0.13
C 0.663 -1.806 -8.331 -0.10
C 0.084 2.627 6.137 -0.16
H 8.230 -2.373 2.052 0.08
C 5.107 -5.779 -4.301 -0.19
H -0.543 0.725 6.792 0.11
N 4.216 -3.666 2.091 -0.21
C -3.398 -1.316 -6.481 -0.11
H 1.706 -2.529 -0.879 0.11
H -2.650 0.083 -2.579 0.01
H -4.625 6.240 2.252 0.11
H 3.010 5.122 0.397 0.11
H -5.742 -0.171 6.667 0.13
H 5.800 1.184 1.010 0.11
H -3.150 1.943 -7.118 0.13
C -0.834 1.432 6.016 -0.20
H 3.617 -6.025 -2.834 0.13
C -6.667 3.620 1.589 -0.21
H -5.993 2.509 3.219 0.08
H 4.376 1.149 -1.071 0.09
C -1.194 5.364 8.602 -0.12
H 2.617 -5.897 -6.725 0.12
H 0.446 5.389 3.515 0.09
H 6.011 -4.897 1.702 0.13
H 9.560 5.740 -1.769 0.09
H -2.244 -4.013 -0.744 0.06
C -6.030 5.608 -0.891 0.06
C -6.325 -1.904 2.495 -0.08
H 7.311 0.126 -0.865 0.10
C 6.029 2.077 -2.053 -0.05
C -0.415 -1.549 -7.326 -0.27
H 5.304 2.789 1.241 0.11
H -5.047 1.335 -5.846 0.06
H -1.740 1.329 -0.644 0.14
H -4.500 3.776 1.751 0.03
H 4.802 -2.819 -4.782 0.14
C -6.397 -1.576 5.076 -0.06
N 7.375 2.259 -1.252 -0.21
H 2.488 7.103 4.064 0.13
H 4.297 -5.116 3.691 0.15
H 3.427 -0.441 -3.972 0.05
H -7.559 2.132 2.720 0.09
H 2.866 -1.864 2.223 0.09
C -4.814 -0.867 -6.364 -0.16
H -7.122 -0.872 4.668 0.13
H 3.594 -4.241 0.076 0.12
C 1.051 6.003 2.847 -0.06
C -4.121 -0.778 5.392 -0.16
H 2.881 5.374 3.930 0.10
C 3.425 -4.532 1.113 -0.11
C 10.249 4.895 -1.738 -0.09
Br -1.320 -3.448 2.720 -0.33
C -5.214 -5.533 -3.520 -0.18
H -0.383 -2.613 -1.530 0.04
H 8.799 0.862 -0.358 0.11
H -6.902 -2.518 -0.154 0.08
Br -0.661 -3.764 -4.114 -0.20
H -3.534 0.738 -8.342 0.13
H -5.445 -1.487 -7.000 0.12
C -1.170 -0.225 -7.580 -0.04
C 3.766 -6.057 -3.914 -0.22
N -0.938 -0.481 -1.234 -0.18
H 2.378 0.206 -5.281 0.09
H -6.160 6.791 1.505 0.14
H -2.141 3.456 8.064 0.13
H 1.700 -4.338 -6.616 0.08
C -3.603 5.458 -0.296 -0.08
H 0.589 -7.417 -1.016 0.07
H -2.315 7.314 0.131 0.09
H 1.298 -5.179 1.321 0.11
H 6.860 3.799 0.130 0.14
C -1.676 0.089 1.130 -0.24
H 0.171 -0.850 -3.017 0.08
H -4.655 8.569 0.437 0.12
H -4.918 0.123 3.560 0.12
H -7.124 -5.765 -2.438 0.14
H -2.320 -1.603 -2.476 0.06
H 0.242 3.510 2.188 0.09
H 3.702 -3.353 4.077 0.13
C 4.956 2.064 -0.948 -0.11
N -2.502 -0.091 -6.658 -0.20
C -0.239 -1.805 -0.813 -0.14
C 0.323 5.620 8.482 -0.17
C -6.124 -5.342 -2.341 -0.14
H -2.389 2.156 1.649 0.02
N -5.046 5.279 0.287 -0.20
C -4.509 -0.804 3.962 -0.13
C -3.269 6.962 -0.262 -0.12
H 3.303 1.145 2.911 0.08
H -1.692 4.441 6.692 0.07
C -0.475 -7.587 -0.854 -0.08
H -4.923 3.182 0.228 0.09
C -6.574 2.355 2.310 -0.13
H -6.253 -4.266 -2.226 0.10
H 8.479 2.977 -2.964 0.15
H 1.639 -3.977 3.684 0.08
H 0.522 6.672 8.274 0.13
H -5.262 -6.587 -3.792 0.12
H 2.631 3.299 3.252 0.09
C -1.400 4.171 7.707 -0.09
C 3.145 -0.524 -5.022 -0.08
H 0.839 5.577 9.441 0.12
C 2.284 -4.614 3.079 -0.18
C 3.324 6.488 2.248 -0.16
H 2.833 1.108 1.129 0.05
H -3.459 -1.901 -7.399 0.14
C 1.244 -1.567 -0.658 -0.16
C -5.224 3.938 0.953 -0.14
H -2.971 -0.953 -1.087 0.08
C 2.548 5.829 1.086 -0.08
H -0.825 -0.316 1.678 0.08
H -6.441 -0.847 -0.180 0.07
C 5.684 2.122 0.468 -0.17
C -2.287 -0.683 -1.892 -0.02
H -0.639 0.725 -7.519 0.14
H -5.794 6.584 -1.315 0.11
H 2.183 -2.294 -4.504 0.06
H -2.907 -1.779 -5.626 0.10
H -3.612 0.909 1.270 0.07
H 5.449 -4.885 -3.780 0.12
H -3.377 -1.566 5.501 0.12
H 6.448 -3.939 3.990 0.12
H 5.991 2.922 -2.740 0.13
H -3.547 5.014 -1.289 0.14
H 1.173 1.969 8.495 0.11
N -5.499 -2.005 3.834 -0.18
H -1.811 6.233 8.373 0.13
H 1.046 3.186 0.633 0.06
H 0.552 3.199 9.565 0.11
H -6.830 4.491 2.223 0.11
C -5.378 -2.087 1.300 -0.22
H -6.242 1.524 1.688 0.07
C -0.634 0.830 4.564 -0.09
C -2.649 1.101 1.744 -0.11
H -0.125 -1.487 -6.277 0.05
H -1.024 5.291 1.015 0.06
H 1.643 0.979 2.476 0.05
H -0.800 -8.360 -1.551 0.08
H -3.441 7.445 -1.224 0.11
H 8.675 -3.949 2.471 0.10
H -0.747 -7.798 0.180 0.08
C 3.034 -4.896 -4.321 -0.16
H 5.871 -6.556 -4.285 0.15
H -6.814 -0.934 2.578 0.11
H -3.742 0.201 5.686 0.12
H -2.982 -5.703 -3.643 0.09
C 2.462 6.233 3.407 -0.18
C -4.913 0.624 -6.662 -0.14
C -5.150 6.427 1.316 -0.09
C 2.402 2.963 2.240 -0.20
H 6.143 -3.261 0.962 0.12
N 1.169 5.233 1.508 -0.18
N -3.759 -5.422 -1.551 -0.20
C -3.768 -5.157 -3.122 -0.08
C 1.611 -0.364 -1.554 -0.13
H -1.014 -2.459 -7.364 0.11
H 0.383 0.444 4.501 0.06
C 4.933 -5.344 -5.724 -0.06
H -2.930 5.029 0.446 0.09
H 1.993 -5.603 3.432 0.13
H -5.618 -5.015 -4.389 0.13
H 1.471 -1.385 0.392 0.08
H 2.073 -1.908 -6.191 0.08
H 4.614 -1.631 2.552 0.07
C -6.041 -1.855 -0.071 -0.09
C 1.145 3.676 1.601 -0.09
H -3.224 -7.334 -1.890 0.14
C 0.883 4.665 7.484 -0.11
H -4.550 -1.379 1.259 0.09
C 0.284 2.556 8.727 0.04
H -2.921 0.817 -4.764 0.05
H -0.805 -5.522 -0.710 0.08
H -7.236 -2.500 2.440 0.14
C -5.208 -5.841 -1.195 -0.09
H 0.778 5.081 6.482 0.12
H -0.721 -2.131 0.108 0.05
H 2.367 6.587 0.324 0.13
H -2.993 -6.672 -0.137 0.13
C 8.040 0.889 -1.139 0.03
H 5.852 -4.809 -5.965 0.13
C 2.768 -1.936 -5.352 -0.25
C 0.212 -0.081 -2.245 -0.10
H 4.382 2.959 -1.187 0.08
H 3.083 -4.383 -7.705 0.11
H -0.071 6.595 0.380 0.09
H 8.596 0.711 -2.059 0.12
H -1.361 1.306 -5.526 0.11
H -5.449 -1.908 -0.984 0.05
H -1.625 -0.312 -8.567 0.12
H 4.168 -1.740 0.914 0.10
H -5.062 -3.127 1.224 0.07
H 7.724 2.623 0.971 0.15
H 2.466 -0.617 -2.182 0.08
H 3.096 -4.097 -3.583 0.12
C 3.733 -4.223 3.422 -0.07
H -3.852 -3.236 -0.972 0.07
C 6.965 2.716 0.194 -0.12
H 1.495 -1.111 -8.223 0.08
H -6.982 -2.435 5.406 0.13
H 1.926 4.450 7.718 0.14
H -3.480 -4.516 0.299 0.07
H 3.860 -5.515 1.296 0.14
C -1.267 -6.325 -1.284 -0.24
H -7.024 5.696 -0.453 0.10
H 0.660 6.956 2.491 0.14
H -3.644 -1.122 3.380 0.09
H 0.120 0.854 -2.797 0.04
H 1.580 -3.422 1.334 0.05
H -5.772 -4.034 3.941 0.11
H 4.880 -6.139 -6.467 0.14
C 1.989 -4.391 1.622 -0.19
H 1.916 0.466 -0.916 0.05
H -0.664 1.557 3.753 0.03
C 8.012 -3.145 2.790 -0.13
H 1.976 -5.129 -4.445 0.07
C -2.044 0.482 -5.318 0.01
H 11.138 5.144 -1.158 0.10
H -0.007 3.336 5.313 0.07
C 6.616 -3.329 3.103 -0.26
H -5.749 0.841 -7.327 0.13
C 3.880 -2.104 1.900 0.05
H -2.806 0.845 2.792 0.03
H 4.341 6.104 2.325 0.12
H -0.061 0.965 -0.057 0.11
H 3.931 -0.384 -5.764 0.09
C -0.052 5.523 0.578 0.00
N 3.636 -4.410 -5.672 -0.19
C -2.829 -6.579 -1.210 -0.09
```

Lowest unoccupied orbital energy in eV: -8.8
Total charge: +5
E_tot in Eh: -16571.9064


Record 4
This record from the Open Molecules 2025 dataset describes a molecular structure, C30H30N7OPtS2Si. The level of theory is the ωB97M-V functional and the def2-TZVPD basis.

The geometry in XYZ format:
```
72
Properties=species:S:1:pos:R:3:lowdin_charge:R:1
H -3.207 0.021 -2.421 0.08
C 4.596 1.199 -1.596 -0.06
C 1.551 -0.424 4.588 -0.08
O -0.550 0.545 -2.278 -0.15
C 2.345 -0.607 -0.853 -0.14
C 0.541 3.943 2.651 -0.18
N -7.848 -3.655 -1.752 0.16
C -1.397 0.403 -1.290 -0.42
N 1.241 -1.350 -0.925 -0.08
H 2.165 -2.502 4.629 0.10
H 2.366 -3.310 1.523 0.08
H 0.718 3.744 3.711 0.01
C 2.343 -1.490 -2.857 -0.06
H -2.872 1.863 2.588 -0.01
C 5.744 1.875 -1.899 -0.08
H 0.110 4.945 2.572 0.02
N 0.760 -0.957 2.022 -0.03
C 5.118 -0.459 -3.316 -0.07
C -3.478 -2.324 -0.198 -0.69
H -2.188 3.179 -0.017 0.02
H 0.615 -3.418 1.379 0.06
C 1.719 -1.706 4.049 -0.06
N 3.055 -0.662 -2.007 -0.02
C 1.229 -1.893 -2.176 -0.18
N 8.765 2.690 -3.535 0.07
C -7.369 -2.129 1.509 -0.18
H -1.626 1.564 -3.756 0.09
H -0.071 0.830 -4.217 0.10
H 5.992 2.783 -1.364 0.10
H 0.435 -2.547 -2.501 0.07
C -1.127 3.363 0.181 -0.17
H 2.672 -1.699 -3.859 0.10
C 6.267 0.215 -3.618 -0.08
H -1.911 2.307 3.997 0.02
C 6.620 1.412 -2.924 -0.28
N 0.069 1.144 1.612 -0.11
H 4.888 -1.381 -3.838 0.09
C -3.681 -1.731 1.084 -0.68
H 6.931 -0.163 -4.385 0.10
Pt -0.615 -0.701 0.274 0.90
C 4.248 0.017 -2.302 -0.23
N -8.407 -2.065 1.997 0.17
H 0.850 1.576 4.240 0.08
H -0.959 4.440 0.118 0.03
C -2.168 2.603 2.976 -0.18
S -2.412 -1.033 1.998 0.74
C 0.611 0.308 2.502 -0.50
C -6.066 -2.199 0.927 -0.19
C -4.597 -2.824 -0.889 -0.07
C -4.981 -1.713 1.622 -0.06
H 2.659 -0.064 0.021 0.12
H 1.509 3.950 2.145 0.03
C 7.796 2.114 -3.255 -0.28
C -6.972 -3.257 -1.123 -0.18
H -5.127 -1.282 2.604 0.12
C -2.838 0.634 -1.593 -0.11
C -0.980 0.695 -3.638 -0.04
C 1.294 -1.939 2.756 -0.34
H -0.543 2.875 -0.601 0.02
H -4.448 -3.265 -1.866 0.11
H -2.965 1.686 -1.870 0.09
H -1.498 -0.205 -3.968 0.10
H -2.681 3.568 3.021 0.03
C -5.868 -2.761 -0.364 -0.19
H -3.443 0.441 -0.711 0.07
H 3.932 1.584 -0.831 0.09
H 1.844 -0.230 5.613 0.10
S -1.935 -2.482 -0.927 0.71
H 1.436 -4.085 2.815 0.07
C 1.431 -3.274 2.087 -0.03
Si -0.640 2.686 1.873 0.38
C 1.002 0.585 3.837 -0.03
```

Lowest unoccupied orbital energy (alpha / beta) in eV: 1.4 / -0.8
Total charge: -1
Spin multiplicity: 5
E_tot in Eh: -2824.8994


Record 5
This record from the Open Molecules 2025 dataset describes 3 unconnected molecules or ions with the total composition C5H12O2 in a non-equilibrium geometry. The level of theory is the ωB97M-V functional and the def2-TZVPD basis.

The geometry in XYZ format:
```
19
Properties=species:S:1:pos:R:3:lowdin_charge:R:1
C -0.862 1.515 0.852 -0.05
C 0.031 -1.823 1.827 0.17
C 1.143 -0.590 -0.004 -0.04
H -0.255 -1.930 2.864 0.08
C -0.195 0.605 1.786 0.09
H -0.712 -1.007 -3.547 -0.01
H 0.504 -2.634 1.283 0.09
H -0.058 -0.020 -2.481 -0.05
O -0.180 1.365 -1.962 -0.39
H -1.442 2.254 1.394 0.09
H 1.034 -1.477 -0.611 0.08
H -0.433 0.541 2.853 0.13
H 0.883 0.318 -0.571 0.05
H -1.450 0.919 0.154 0.12
H -0.279 1.896 -2.752 -0.07
O -0.111 -1.010 -2.810 -0.18
C 0.350 -0.608 1.281 -0.32
H 2.177 -0.360 0.245 0.10
H -0.145 2.046 0.200 0.10
```

Lowest unoccupied orbital energy in eV: -3.1
E_tot in Eh: -347.9900


Record 6
This record from the Open Molecules 2025 dataset describes a single C13H19P molecule in a non-equilibrium geometry. The level of theory is the ωB97M-V functional and the def2-TZVPD basis.

The geometry in XYZ format:
```
33
Properties=species:S:1:pos:R:3:lowdin_charge:R:1
C 3.007 -0.746 0.192 -0.12
H -0.741 -1.750 -2.692 -0.05
C -1.593 -0.635 -0.371 -0.33
C 3.977 1.990 0.143 0.00
H 4.585 2.855 -0.239 0.08
C 2.539 -2.074 0.696 -0.08
H -0.745 0.603 1.700 0.10
C 2.207 0.306 -0.027 -0.28
C -0.171 -0.421 -0.636 -0.57
H -2.198 2.451 0.349 0.10
H -2.612 -2.104 0.827 0.05
H -1.382 -2.739 -0.314 0.04
C 0.291 0.781 1.335 0.09
H 2.294 2.423 -0.966 0.12
P 0.544 -1.079 -2.020 0.96
H 2.454 -2.688 -0.128 0.03
H 0.915 1.512 1.911 0.11
H -4.580 -0.032 -0.597 0.11
C 0.702 0.279 0.240 -0.39
C 2.778 1.640 -0.323 -0.14
C -2.153 1.854 -0.593 -0.05
H 4.041 -0.650 0.166 0.09
H -3.025 2.129 -1.297 0.11
H -3.872 -0.220 1.053 0.08
H -4.102 1.207 0.496 0.04
H 1.547 -2.044 1.188 0.09
H 3.315 -2.380 1.372 0.07
C -2.457 0.375 -0.384 -0.34
C -3.821 0.293 0.122 -0.08
H -1.229 1.833 -1.162 0.06
H 4.527 1.347 0.756 0.03
C -2.087 -2.020 -0.068 -0.05
H -2.954 -2.297 -0.728 0.11
```

Lowest unoccupied orbital energy in eV: -0.2
SMILES string: [H]/P=C(/C(=C)/C(C=C)=C\C)C(C)=C(C)C
E_tot in Eh: -847.9155


- Look up the E_tot of the sixth one.
  -847.9155 Eh


- What is the E_tot in the first record?
  -3848.9885 Eh